{
  "formula": "C24H41GeN2O2S3Si3Tc",
  "method": "ωB97M-V/def2-TZVPD",
  "spin_multiplicity": 2,
  "total_energy_ev": -147484.16914,
  "homo_lumo_gap_ev": [6.54, 6.36],
  "charge": -1,
  "relative_energy_kcal_mol": 55.0,
  "e_lumo_ev": [2.54, 2.61],
  "species": ["Tc", "Ge", "S", "S", "S", "Si", "Si", "Si", "O", "O", "N", "N", "C", "C", "C", "C", "C", "C", "C", "C", "C", "C", "C", "C", "C", "C", "C", "C", "C", "C", "C", "C", "C", "C", "C", "C", "H", "H", "H", "H", "H", "H", "H", "H", "H", "H", "H", "H", "H", "H", "H", "H", "H", "H", "H", "H", "H", "H", "H", "H", "H", "H", "H", "H", "H", "H", "H", "H", "H", "H", "H", "H", "H", "H", "H", "H", "H"],
  "positions_angstrom": [[-1.16607, -0.77450, 0.71954], [0.36062, 0.30658, -0.97492], [-3.15002, -3.13459, 0.85559], [0.63220, -0.72402, 2.92644], [-4.48256, -2.34371, 3.48063], [2.62533, 0.95334, -0.36506], [0.86796, -1.01023, -2.94410], [-0.39916, 2.40128, -1.89733], [-3.46610, 0.14401, -0.92487], [0.09080, -2.49109, 0.71968], [-2.39943, -1.20015, 2.46250], [1.24119, -2.72435, 1.29475], [-3.12407, -0.89306, -1.84045], [-3.35295, 1.44027, 0.94142], [1.98707, -3.75181, 0.84255], [-2.14007, 2.39907, -2.67972], [2.89718, -2.24584, 2.91634], [-0.43760, 3.62389, -0.43210], [3.68172, -3.26747, 2.44150], [3.84216, -0.51852, -0.32224], [2.78694, 1.90047, 1.27331], [-2.50778, 1.28687, 5.21013], [2.17857, -0.25096, -4.10320], [-3.82915, -0.94417, 4.29366], [-4.30579, -0.30419, 5.42674], [1.53717, -2.73046, -2.47895], [0.60976, 3.26976, -3.26521], [-2.70454, -0.47206, 3.59229], [3.47494, 2.16098, -1.57466], [-2.03896, 0.65709, 4.07096], [-0.62742, -1.36780, -4.07728], [3.20949, -4.04809, 1.38376], [-2.70818, 0.32987, 0.16186], [-3.22031, -2.19856, 2.23497], [-3.63555, 0.82027, 5.88252], [1.64398, -1.95244, 2.34948], [-2.66140, 1.89285, 1.64535], [-3.99619, 1.34166, 6.76042], [2.32647, 1.36470, 2.09936], [3.21533, -1.62468, 3.74099], [-4.19689, 1.02788, 1.50399], [-0.29093, -1.70840, -5.06010], [1.54088, -4.31061, 0.03492], [-3.48829, -0.59129, -2.82170], [2.49687, -2.65208, -1.96110], [4.23591, -0.71302, -1.32364], [3.79080, -4.86646, 0.98569], [-3.59409, -1.82628, -1.53249], [3.83687, 2.07873, 1.52542], [-1.14613, 4.44394, -0.57580], [1.86455, 0.73553, -4.45305], [0.55375, 4.05768, -0.27551], [-1.98802, 2.16036, 5.58378], [1.67650, -3.36683, -3.35785], [2.34440, -0.88378, -4.98016], [2.99478, 3.14105, -1.53220], [-1.24061, -0.47431, -4.22305], [2.28907, 2.87170, 1.19315], [3.13485, -0.13105, -3.58845], [-3.74522, 2.19786, 0.25917], [-0.71197, 3.09114, 0.48219], [0.14865, 4.22917, -3.51731], [-2.87321, 1.86919, -2.07201], [-2.04051, -1.03820, -1.87148], [3.43787, 1.81033, -2.60853], [-1.16986, 1.02890, 3.54428], [0.63814, 2.66460, -4.17493], [4.52506, 2.29281, -1.29847], [0.83291, -3.22860, -1.80738], [-2.11370, 1.91724, -3.66108], [-2.49191, 3.42465, -2.82225], [4.68849, -0.31182, 0.33836], [-1.26729, -2.14626, -3.65541], [4.65267, -3.45893, 2.87919], [3.36891, -1.43800, 0.02813], [-5.18790, -0.67771, 5.93154], [1.63901, 3.46067, -2.96249]]
}